{"formula": "C24H54O3P2Zr", "method": "ωB97M-V/def2-TZVPD", "species": ["Zr", "C", "O", "C", "O", "P", "C", "H", "C", "H", "C", "H", "C", "P", "H", "H", "C", "H", "C", "H", "H", "H", "C", "H", "H", "H", "C", "H", "H", "H", "C", "H", "H", "H", "C", "H", "H", "H", "C", "H", "H", "H", "C", "H", "H", "H", "C", "H", "C", "H", "H", "C", "H", "H", "H", "C", "H", "H", "H", "C", "H", "H", "H", "C", "H", "H", "H", "H", "H", "C", "C", "O", "C", "C", "H", "H", "H", "H", "H", "H", "H", "H", "H", "H"], "positions_angstrom": [[-0.0142, 0.0608, 0.1590], [0.7286, -0.3863, -1.8160], [1.2105, -0.4823, -2.8970], [1.0108, 1.9480, -0.1264], [1.5612, 2.9745, -0.3006], [-1.9225, 0.5710, -1.7178], [-3.2789, 1.3555, -0.6932], [-4.0481, 1.6652, -1.4155], [-1.6501, 1.8305, -3.0587], [-0.8490, 2.4494, -2.6164], [-2.8444, -0.8039, -2.5594], [-3.0935, -1.4664, -1.7128], [2.7975, -2.9466, -0.0898], [2.4128, -1.1983, 0.4308], [3.6227, -1.6920, 2.4443], [1.9189, -3.4937, 0.2872], [4.0587, -0.4263, -0.0055], [4.8041, -1.2223, 0.1567], [-1.1097, 1.2692, -4.3758], [-1.8593, 0.6774, -4.9192], [-0.2117, 0.6631, -4.2267], [-0.8383, 2.1156, -5.0247], [-2.8607, 2.7404, -3.3353], [-2.6175, 3.4113, -4.1741], [-3.1208, 3.3716, -2.4796], [-3.7531, 2.1638, -3.6175], [-4.1680, -0.3774, -3.2156], [-4.8344, 0.1770, -2.5452], [-4.7095, -1.2837, -3.5278], [-4.0033, 0.2180, -4.1229], [-2.0053, -1.6348, -3.5471], [-2.3837, -2.6699, -3.5284], [-0.9416, -1.6543, -3.2868], [-2.1004, -1.2675, -4.5798], [-3.8936, 0.3169, 0.2494], [-4.6937, -0.2442, -0.2526], [-4.3388, 0.8156, 1.1198], [-3.1672, -0.4242, 0.6207], [-2.7870, 2.6240, 0.0149], [-2.0630, 2.3990, 0.8096], [-3.6430, 3.1398, 0.4799], [-2.3153, 3.3366, -0.6730], [4.0630, -3.5466, 0.5550], [4.1487, -3.3782, 1.6314], [4.9758, -3.1697, 0.0762], [4.0501, -4.6345, 0.3987], [2.8622, -3.1679, -1.6054], [3.7948, -2.7787, -2.0407], [2.2480, -0.1832, 3.0693], [2.0115, -2.7248, -2.1336], [2.8466, -4.2567, -1.7816], [1.7077, -2.6434, 2.7692], [1.1776, -0.0862, 3.2846], [2.7790, -0.2010, 4.0333], [2.5635, 0.7315, 2.5568], [2.5578, -1.4572, 2.2911], [1.6810, -2.6423, 3.8703], [2.1078, -3.6115, 2.4395], [0.6678, -2.5712, 2.4142], [4.4227, 0.7664, 0.8811], [3.6844, 1.5735, 0.7748], [5.4000, 1.1583, 0.5596], [4.5166, 0.4903, 1.9366], [4.1039, -0.0043, -1.4730], [3.8896, -0.8212, -2.1651], [5.1133, 0.3701, -1.6999], [3.3973, 0.8089, -1.6732], [-0.4370, -1.6892, 1.0242], [-1.2160, -1.4476, 0.7139], [-1.1374, -0.1157, 4.4469], [-1.7295, 0.2282, 3.0987], [-0.8026, 0.9833, 2.2524], [-0.2844, 2.2248, 2.8590], [-1.3637, 3.0640, 3.5190], [-0.4443, -0.9599, 4.3781], [-1.9575, -0.4456, 5.0924], [-0.6310, 0.7359, 4.9156], [-1.9700, -0.6759, 2.5252], [-2.6480, 0.8300, 3.1625], [0.5059, 1.9413, 3.5624], [0.2118, 2.7797, 2.0555], [-1.7148, 2.6088, 4.4499], [-0.9357, 4.0389, 3.7750], [-2.2226, 3.2583, 2.8691]], "lumo_ha": -0.6205, "charge": 4, "gap_ev": 5.04, "spin_multiplicity": 1}



{"formula": "CHBrF2O", "method": "ωB97M-V/def2-TZVPD", "species": ["C", "O", "F", "F", "Br", "H"], "positions_angstrom": [[-0.9779, -0.9811, -0.5918], [1.6369, 0.6164, 0.4059], [-0.8579, -1.3814, 0.7024], [-2.2625, -0.7446, -0.7411], [0.0523, 1.1823, -0.1989], [2.4091, 1.3084, 0.4235]], "lumo_ha": -0.0287, "charge": 0, "gap_ev": 8.70, "spin_multiplicity": 1}



{"formula": "C9H10N2", "method": "ωB97M-V/def2-TZVPD", "species": ["C", "C", "C", "C", "C", "C", "C", "C", "C", "N", "N", "H", "H", "H", "H", "H", "H", "H", "H", "H", "H"], "positions_angstrom": [[2.8623, 0.3505, -0.8829], [-2.6258, -1.6887, -0.0739], [-1.7143, 0.4420, -0.1243], [-1.3474, 1.7295, 0.2019], [-2.9620, -0.3993, 0.1417], [-0.6413, -0.4754, -0.4510], [-0.0345, 2.3579, 0.1485], [3.0160, -1.6429, 0.4118], [2.3032, -0.6637, -0.0018], [3.3769, 1.0708, -1.5917], [-1.2116, -1.6971, -0.4546], [-3.2222, -2.6080, -0.0477], [-2.1656, 2.4026, 0.5354], [-3.8559, 0.2164, 0.4154], [-0.0840, 3.2530, 0.6661], [0.3682, 2.6084, -0.8142], [0.6694, 1.6374, 0.7220], [4.0246, -1.7685, 0.1477], [2.7320, -2.3099, 1.2256], [-0.7672, -2.4949, -0.4020], [1.2790, -0.3201, 0.2280]], "lumo_ha": -0.0152, "charge": 0, "gap_ev": 7.92, "spin_multiplicity": 1}



{"formula": "C4H5NO2", "method": "ωB97M-V/def2-TZVPD", "species": ["O", "C", "N", "C", "C", "O", "C", "H", "H", "H", "H", "H"], "positions_angstrom": [[1.3651, 2.8832, 0.9165], [0.2706, 1.3657, -0.5580], [0.2552, 0.2079, 0.0311], [0.1295, -1.0525, -0.6791], [-0.7465, -1.9979, 0.1127], [-1.0709, -1.7765, 1.2547], [0.3531, 2.5065, 0.3539], [0.2800, 0.0913, 1.0465], [1.1110, -1.5293, -0.8177], [-0.2852, -0.8563, -1.6717], [-1.0620, -2.9220, -0.4085], [-0.5998, 3.0797, 0.4196]], "lumo_ha": 0.0185, "charge": 0, "gap_ev": 9.40, "spin_multiplicity": 1}



{"formula": "CI3O3S", "method": "ωB97M-V/def2-TZVPD", "species": ["C", "O", "O", "O", "S", "I", "I", "I"], "positions_angstrom": [[1.9962, -0.8725, -0.6082], [-1.4854, -0.7181, -0.1054], [-0.7132, 1.5740, -0.3874], [-0.5284, 0.5531, 1.8711], [-0.7912, 0.4144, 0.4549], [2.3425, -1.1422, 1.5502], [2.1636, -2.8478, -1.5475], [3.4178, 0.5536, -1.3398]], "lumo_ha": [0.0788, 0.0788], "charge": -1, "gap_ev": [5.87, 5.87], "spin_multiplicity": 1}



{"formula": "C4H5NO", "method": "ωB97M-V/def2-TZVPD", "species": ["O", "C", "C", "C", "C", "N", "H", "H", "H", "H", "H"], "positions_angstrom": [[-1.0753, 2.1037, -0.4142], [-0.8228, 0.7697, -0.1551], [0.5935, 0.3752, -0.1519], [0.8968, -0.8927, 0.2005], [0.8312, -2.0812, 0.8103], [-1.7608, -0.0727, 0.0677], [-0.2329, 2.5950, -0.4586], [1.3750, 1.0619, -0.4688], [2.0189, -1.2827, 0.3385], [0.8479, -2.9770, 0.1662], [-2.6713, 0.4010, 0.0655]], "lumo_ha": 0.0093, "charge": 0, "gap_ev": 8.69, "spin_multiplicity": 1}



{"formula": "C20H30F5N5O25", "method": "ωB97M-V/def2-TZVPD", "species": ["O", "C", "O", "C", "C", "F", "O", "H", "H", "H", "O", "C", "O", "C", "C", "F", "O", "H", "H", "H", "O", "C", "O", "C", "C", "F", "O", "H", "H", "H", "O", "C", "O", "C", "C", "F", "O", "H", "H", "H", "O", "C", "O", "C", "C", "F", "O", "H", "H", "H", "C", "N", "O", "O", "H", "H", "H", "C", "N", "O", "O", "H", "H", "H", "C", "N", "O", "O", "H", "H", "H", "C", "N", "O", "O", "H", "H", "H", "C", "N", "O", "O", "H", "H", "H"], "positions_angstrom": [[-4.3357, 5.1601, -0.3324], [-5.0191, 5.9506, -0.9965], [-4.9774, 6.0732, -2.3380], [-5.9906, 6.9584, -2.6993], [-6.9560, 6.9188, -1.5854], [-7.8052, 5.8846, -1.7097], [-6.0637, 6.6695, -0.5029], [-5.4892, 7.9209, -2.8008], [-6.3754, 6.6545, -3.6728], [-7.5027, 7.8612, -1.5544], [12.8449, 3.3156, -0.0898], [11.8116, 3.3786, -0.7548], [11.7264, 3.5700, -2.0666], [10.3453, 3.7923, -2.3865], [9.5877, 3.1047, -1.2466], [9.3691, 1.8006, -1.5566], [10.5369, 3.3537, -0.1822], [10.1460, 4.8609, -2.4661], [10.0711, 3.3458, -3.3423], [8.6650, 3.6474, -1.0413], [3.3640, 1.3772, 0.8314], [2.3088, 0.7788, 1.1516], [2.2057, -0.4868, 1.3889], [0.9023, -0.7738, 1.8279], [-0.0038, 0.3525, 1.3067], [-0.8400, 0.9459, 2.2052], [1.0001, 1.3656, 1.0358], [0.4967, -1.6637, 1.3466], [0.8226, -0.7944, 2.9148], [-0.5705, 0.0663, 0.4208], [-1.2674, -9.5205, 0.3756], [-0.3357, -9.0587, 1.0496], [0.3627, -9.8105, 1.8212], [1.4281, -9.0972, 2.3374], [1.0461, -7.6344, 2.0335], [2.2605, -7.2232, 1.6594], [0.0904, -7.8474, 0.9965], [1.4744, -9.3356, 3.4000], [2.3649, -9.3762, 1.8549], [0.6673, -7.0586, 2.8779], [-0.5968, -0.1628, -4.1723], [-1.1631, 0.5449, -5.0010], [-0.9111, 1.7481, -5.2601], [-1.8051, 2.2208, -6.2390], [-2.2254, 0.8868, -6.9507], [-1.3109, 0.7132, -7.9724], [-2.1255, 0.1276, -5.8193], [-2.6953, 2.7633, -5.9209], [-1.2727, 2.8991, -6.9058], [-3.2163, 0.9020, -7.4046], [4.2667, -3.9675, -2.4973], [4.7010, -3.9138, -3.9058], [4.9818, -4.9684, -4.4353], [4.7481, -2.8233, -4.4338], [4.9408, -3.2647, -2.0077], [4.4589, -4.9628, -2.0966], [3.1941, -3.7907, -2.5774], [2.1449, 6.0248, -0.4350], [1.8418, 7.2421, -1.2327], [2.6168, 7.5400, -2.1245], [0.8398, 7.8735, -0.9018], [2.3641, 5.2511, -1.1708], [1.3272, 5.6740, 0.1945], [3.0219, 6.2792, 0.1602], [-6.8464, -4.8321, 0.0166], [-6.0957, -3.5789, 0.2890], [-4.9127, -3.5210, 0.1591], [-6.7600, -2.6175, 0.5391], [-6.2164, -5.7166, 0.1114], [-7.4325, -4.9120, -0.8989], [-7.5251, -4.8017, 0.8690], [-6.1401, 1.8098, 4.2794], [-7.5702, 2.3702, 4.2385], [-8.0160, 2.6811, 3.1406], [-8.1466, 2.5559, 5.2969], [-5.6744, 1.9330, 3.3016], [-6.1868, 0.7711, 4.6066], [-5.6818, 2.4634, 5.0216], [0.8370, -4.2743, 8.8409], [-0.1382, -4.6128, 7.7874], [-0.5773, -5.7651, 7.7805], [-0.5334, -3.7432, 6.9709], [1.1491, -5.1287, 9.4416], [0.2972, -3.5566, 9.4586], [1.6786, -3.7866, 8.3490]], "lumo_ha": -0.0170, "charge": 0, "smiles": "O=C1OC[C@@H](F)O1.O=C1OC[C@@H](F)O1.O=C1OC[C@@H](F)O1.O=C1OC[C@@H](F)O1.O=C1OC[C@@H](F)O1.C[N+](=O)[O-].C[N+](=O)[O-].C[N+](=O)[O-].C[N+](=O)[O-].C[N+](=O)[O-]", "gap_ev": 10.48, "spin_multiplicity": 1}



{"formula": "C22H18ClN3O5S", "method": "ωB97M-V/def2-TZVPD", "species": ["C", "C", "C", "C", "C", "C", "C", "C", "O", "C", "C", "O", "N", "N", "C", "O", "C", "S", "C", "N", "C", "C", "C", "C", "Cl", "C", "C", "C", "C", "O", "C", "O", "H", "H", "H", "H", "H", "H", "H", "H", "H", "H", "H", "H", "H", "H", "H", "H", "H", "H"], "positions_angstrom": [[-1.7055, 1.7747, 6.4608], [-1.5198, 1.7779, 4.8802], [-1.0517, 2.9013, 4.1375], [-1.1017, 4.2745, 4.8158], [-0.6997, 2.6498, 2.7600], [-0.2786, 3.7817, 1.9730], [0.1779, 3.5264, 0.6621], [0.0524, 2.2300, 0.0055], [0.3367, 1.9444, -1.3046], [1.3716, 2.5328, -2.1846], [1.7900, 1.5497, -3.3534], [2.4090, 1.8560, -4.3177], [1.4442, 0.2154, -3.1094], [1.9182, -1.0344, -3.7950], [3.1336, -1.1141, -4.5339], [4.0505, -0.1229, -4.6501], [3.1979, -2.3280, -5.1347], [2.0462, -3.5880, -4.5392], [1.3423, -2.3297, -3.5548], [0.4477, -2.3960, -2.5738], [-0.2059, -3.6099, -2.2494], [-0.1542, -4.2362, -1.0002], [-0.8672, -5.3978, -0.6693], [-1.8695, -5.9251, -1.5114], [-2.7457, -7.3516, -1.0621], [-2.1548, -5.2453, -2.7163], [-1.2596, -4.1505, -3.1485], [-0.4704, 1.2878, 0.9129], [-0.8436, 1.4564, 2.2955], [-1.1396, 0.3507, 3.0347], [-1.6722, 0.4939, 4.2189], [-2.4302, -0.3737, 4.7722], [-2.7497, 1.8338, 6.7789], [-1.2089, 2.6843, 6.8896], [-1.1882, 0.9533, 6.9963], [-0.1471, 4.6275, 5.2618], [-1.8467, 4.4449, 5.6033], [-1.3626, 5.0482, 4.1170], [-0.3372, 4.6799, 2.4638], [0.6966, 4.4568, 0.2179], [1.0614, 3.5040, -2.5787], [2.1538, 2.6887, -1.4596], [0.8656, 0.0919, -2.2598], [3.5288, 0.6675, -4.7533], [3.9339, -2.5074, -5.9102], [0.5877, -3.8070, -0.2802], [-0.7509, -5.7616, 0.3108], [-2.9238, -5.5963, -3.3878], [-1.3241, -3.6868, -4.1520], [-0.5370, 0.2783, 0.6217]], "lumo_ha": -0.0063, "charge": 0, "smiles": "Cc1c(C)c2ccc(OCC(=O)Nn3c(O)cs/c3=N\\c3ccc(Cl)cc3)cc2oc1=O", "gap_ev": 7.71, "spin_multiplicity": 1}



{"formula": "C3H13NO3", "method": "ωB97M-V/def2-TZVPD", "species": ["C", "C", "C", "N", "H", "H", "H", "H", "H", "H", "H", "H", "H", "O", "H", "H", "O", "H", "H", "O"], "positions_angstrom": [[1.9470, -0.2931, 1.4405], [1.4445, 1.0426, 0.9769], [-0.3921, 2.4539, 1.7313], [0.0582, 1.3424, 1.4299], [1.1990, -1.0568, 1.2432], [2.8835, -0.5702, 0.9572], [2.2172, -0.4029, 2.4920], [1.3548, 1.0538, -0.1161], [2.0687, 1.8895, 1.2801], [0.1845, 3.1597, 2.3415], [-1.4533, 2.6854, 1.7400], [1.7659, -2.4406, -3.4985], [0.9135, -2.4179, -2.2332], [1.7672, -2.1359, -2.5865], [-2.0085, 1.0741, 0.7404], [-3.1227, 1.5817, -0.1534], [-2.9634, 1.0375, 0.6287], [-1.8693, -3.0885, -2.7053], [-1.8884, -1.8591, -1.7859], [-1.3216, -2.3679, -2.3718]], "s_squared": 0.758, "lumo_ha": [-0.2113, -0.3300], "charge": 1, "gap_ev": [7.74, 4.51], "spin_multiplicity": 2}



{"formula": "C20H35N5O6S2Se2W", "method": "ωB97M-V/def2-TZVPD", "species": ["W", "C", "C", "C", "C", "C", "C", "C", "S", "O", "O", "N", "C", "C", "O", "O", "H", "H", "H", "H", "H", "H", "H", "H", "H", "N", "C", "C", "C", "N", "H", "H", "H", "H", "H", "H", "H", "H", "H", "H", "O", "C", "C", "C", "O", "C", "Se", "C", "Se", "H", "H", "H", "H", "H", "H", "H", "H", "H", "H", "S", "C", "N", "C", "C", "N", "H", "H", "H", "H", "H", "H"], "positions_angstrom": [[0.0555, 1.3568, 0.1903], [2.0362, -5.8623, 3.2798], [2.0589, -4.4323, 2.8299], [2.7799, -4.0542, 1.6946], [2.8115, -2.7406, 1.2751], [2.1040, -1.7923, 2.0122], [1.3729, -2.1338, 3.1471], [1.3689, -3.4557, 3.5488], [2.1106, -0.1611, 1.4717], [0.8819, 0.5194, 2.0278], [3.3459, 0.5051, 1.7453], [1.6031, -0.0179, -0.0487], [2.4668, 0.0306, -1.2073], [1.6851, 0.8482, -2.2134], [1.7594, 0.7878, -3.3968], [0.8788, 1.7317, -1.5610], [2.2349, -6.5424, 2.4539], [1.0774, -6.1190, 3.7271], [2.8063, -6.0263, 4.0369], [3.3261, -4.8038, 1.1370], [3.3822, -2.4620, 0.3979], [0.8225, -1.3870, 3.7017], [0.8186, -3.7375, 4.4372], [2.6506, -0.9585, -1.6252], [3.4166, 0.5265, -0.9805], [-0.7950, 2.2814, 2.2710], [-0.4437, 3.6060, 2.8518], [1.0563, 3.8150, 2.9035], [1.6285, 4.0940, 1.5301], [1.7413, 2.8378, 0.7321], [-1.8072, 2.2166, 2.2359], [-0.5003, 1.5686, 2.9316], [-0.8776, 3.6639, 3.8513], [-0.9094, 4.3791, 2.2439], [1.5519, 2.9515, 3.3589], [1.2717, 4.6653, 3.5507], [2.6235, 4.5351, 1.5989], [0.9963, 4.7920, 0.9875], [2.4680, 2.2849, 1.1909], [2.1132, 3.0863, -0.1833], [-5.5095, 2.7600, 0.5889], [-5.0686, 2.2411, -0.6495], [-3.5586, 1.9527, -0.5136], [-3.0718, 1.4881, -1.8761], [-1.6900, 1.1744, -1.7608], [-3.4483, 0.8496, 0.5295], [-1.7658, -0.1118, 0.8371], [-2.9083, 3.2735, -0.0885], [-0.9796, 3.5612, -0.3806], [-6.4521, 2.9514, 0.5487], [-5.2249, 2.9544, -1.4660], [-5.5916, 1.3126, -0.9018], [-3.2146, 2.2806, -2.6155], [-3.6308, 0.6018, -2.1903], [-1.2999, 0.8946, -2.5996], [-4.1350, 0.0390, 0.2841], [-3.7295, 1.2264, 1.5126], [-3.1561, 3.5124, 0.9441], [-3.3022, 4.0774, -0.7121], [-0.3727, -1.6076, -2.0674], [0.2216, -2.4576, -3.4130], [-0.1224, -3.7047, -3.7399], [0.5307, -4.1846, -4.9577], [1.3606, -2.9544, -5.3899], [1.1018, -2.0026, -4.3093], [-0.7826, -4.2285, -3.1937], [-0.2062, -4.4671, -5.7070], [1.1590, -5.0480, -4.7452], [1.0307, -2.5527, -6.3468], [2.4225, -3.1817, -5.4601], [1.4222, -1.0471, -4.2967]], "lumo_ha": -0.2930, "charge": 2, "gap_ev": 5.24, "spin_multiplicity": 1}



{"formula": "CH15NO6", "method": "ωB97M-V/def2-TZVPD", "species": ["C", "N", "H", "H", "H", "O", "H", "H", "O", "H", "H", "O", "H", "H", "O", "H", "H", "O", "H", "H", "O", "H", "H"], "positions_angstrom": [[-0.8241, 0.5680, 2.0560], [-0.2697, 1.6997, 1.8672], [-0.6546, -0.1694, 1.2828], [-1.5000, 0.3654, 2.8981], [-0.3828, 2.2833, 2.6794], [-1.8334, 2.8242, -0.8374], [-1.5582, 3.7305, -1.0589], [-1.3421, 2.6142, -0.0263], [0.8297, -3.1838, -0.1157], [1.4948, -2.5040, 0.0844], [1.3175, -3.9179, -0.5134], [2.6074, -1.1993, 0.5933], [3.5492, -1.2824, 0.4332], [2.2965, -0.3882, 0.1325], [-1.3626, -1.6888, -1.1337], [-0.5608, -2.1391, -0.8089], [-2.1001, -2.0204, -0.6063], [-0.7082, 0.3783, -2.0300], [-1.1985, 1.1121, -1.6404], [-1.1591, -0.4370, -1.7683], [1.5137, 1.0121, -0.4674], [1.0401, 1.6971, 0.0205], [0.8052, 0.6451, -1.0406]], "lumo_ha": 0.0240, "charge": 0, "smiles": "C=N.O.O.O.O.O.O", "gap_ev": 10.95, "spin_multiplicity": 1}



| no. | DFT total energy (eV) |
| --- | --- |
| 1 | -51717.537 |
| 2 | -78573.476 |
| 3 | -12470.124 |
| 4 | -9811.263 |
| 5 | -42315.875 |
| 6 | -7761.967 |
| 7 | -93434.491 |
| 8 | -61166.554 |
| 9 | -10944.021 |
| 10 | -195218.866 |
| 11 | -15055.547 |